Run a
DFT (ωB97M-V/def2-TZVPD) results for the ion C11H23N2O2 with charge +1.

Values from the calculation:
HOMO-LUMO gap	0.3715	Eh
E_HOMO	-0.46372	hartree
total charge	+1
LUMO energy	-2.508	eV

Each line ends with the natural charge from an NBO analysis.
CARTESIAN COORDINATES (ANGSTROEM)
C1 -2.363 2.095 2.522  -0.355
C2 -2.107 1.295 1.491  -0.252
C3 -2.948 1.389 0.298  -0.125
O1 -2.576 0.563 -0.817  -0.401
N1 -1.248 0.931 -1.257  -0.344
C4 -0.678 -0.513 -1.698  0.392
O2 0.182 -0.503 -2.811  -0.708
N2 0.056 -1.050 -0.526  -0.434
C5 -0.438 -2.424 -0.093  -0.190
C6 0.269 -3.488 -0.967  -0.684
C7 1.475 -1.031 -0.694  -0.276
C8 2.043 0.282 -0.216  -0.002
C9 2.462 1.285 -1.042  -0.339
C10 2.085 0.384 1.275  -0.467
C11 1.699 1.763 1.768  -0.630
H1 -1.727 2.114 3.421  0.206
H2 -3.002 2.955 2.648  0.213
H3 -1.255 0.636 1.646  0.190
H4 -3.291 2.513 0.139  0.216
H5 -3.967 0.864 0.574  0.225
H6 -1.243 1.444 -2.125  0.355
H7 -1.481 -1.163 -1.871  0.183
H8 -0.178 0.043 -3.526  0.513
H9 -0.185 -0.372 0.284  0.496
H10 0.043 -2.520 0.973  0.227
H11 -1.446 -2.469 -0.067  0.227
H12 -0.359 -4.087 -1.628  0.248
H13 0.995 -3.111 -1.767  0.243
H14 0.739 -4.265 -0.430  0.247
H15 1.965 -1.905 0.016  0.242
H16 1.699 -1.163 -1.717  0.265
H17 2.419 1.103 -2.113  0.203
H18 2.888 2.137 -0.733  0.207
H19 1.428 -0.296 1.747  0.187
H20 3.093 0.056 1.621  0.248
H21 2.474 2.471 1.772  0.225
H22 1.356 1.722 2.829  0.225
H23 1.122 2.314 1.071  0.226



Run b
DFT (ωB97M-V/def2-TZVPD) results for the ion C11H23N2O2 with charge +1.

Values from the calculation:
HOMO-LUMO gap	0.3253	Eh
E_HOMO	-0.44015	hartree
total charge	+1
LUMO energy	-3.125	eV

Each line ends with the natural charge from an NBO analysis.
CARTESIAN COORDINATES (ANGSTROEM)
C1 -2.825 -1.657 -0.400  -0.595
C2 -2.755 -0.696 0.816  -0.360
C3 -1.361 -0.272 1.252  -0.290
C4 -1.604 0.607 2.486  -0.577
C5 -0.616 0.418 0.179  0.021
C6 -1.229 1.398 -0.510  0.064
O1 -0.642 2.037 -1.596  -0.712
C7 0.913 0.192 0.047  -0.071
C8 1.777 -0.532 1.164  -0.619
C9 1.583 1.551 0.032  -0.609
C10 1.155 -0.678 -1.270  0.018
O2 0.187 -0.387 -2.305  -0.750
C11 2.443 -0.269 -1.896  0.576
N1 3.534 -0.853 -1.498  -0.699
N2 2.387 0.605 -2.891  -0.742
H1 -3.796 -1.923 -0.693  0.220
H2 -2.422 -2.512 -0.134  0.202
H3 -2.314 -1.165 -1.133  0.186
H4 -3.029 -1.114 1.736  0.208
H5 -3.284 0.117 0.632  0.181
H6 -0.798 -1.048 1.752  0.217
H7 -0.838 1.437 2.509  0.204
H8 -2.526 0.942 2.454  0.201
H9 -1.560 0.077 3.447  0.218
H10 -2.334 1.771 -0.370  0.210
H11 -1.302 2.758 -1.719  0.500
H12 1.482 -1.522 1.281  0.210
H13 2.841 -0.456 1.028  0.209
H14 1.497 -0.101 2.090  0.240
H15 2.422 1.486 -0.480  0.178
H16 1.025 2.237 -0.508  0.238
H17 1.685 1.974 1.093  0.228
H18 1.020 -1.789 -0.860  0.232
H19 -0.626 0.062 -2.082  0.520
H20 3.493 -1.459 -0.702  0.440
H21 4.323 -0.549 -1.998  0.420
H22 1.523 0.580 -3.417  0.463
H23 3.128 1.175 -3.213  0.420



Most stable structure: run b